(1)
This record from the OMol25 dataset describes C39H44AlBN5O4 as an isolated structure in a non-equilibrium geometry. The level of theory is ωB97M-V/def2-TZVPD.

```
94
Properties=species:S:1:pos:R:3:forces:R:3:mulliken_charge:R:1
Al 1.253 0.099 0.436 0.050 -1.260 -1.225 -2.804
C -3.107 -5.209 -1.269 -0.493 0.001 -0.834 -1.581
C -2.269 -3.952 -1.154 0.064 -0.081 0.302 0.846
C -2.191 -2.988 -2.223 0.331 -2.303 0.819 -0.860
C -1.410 -1.856 -2.098 -0.531 -0.606 0.448 0.899
C -1.405 -0.870 -3.093 0.687 1.113 2.920 -1.105
N -1.316 -1.047 -4.380 0.442 -0.899 -3.211 -0.122
C -0.450 -2.076 -5.066 -1.730 0.912 -0.090 -0.933
C 1.045 -1.854 -4.918 0.869 -0.834 0.098 0.048
C 1.726 -0.652 -5.624 0.021 0.003 0.333 -0.884
N 1.481 0.619 -4.930 -2.039 1.041 -2.812 -0.103
C 1.903 0.985 -3.742 0.439 0.554 3.463 -0.731
C 3.064 0.472 -3.073 -1.115 0.587 -1.074 -0.044
C 4.217 0.014 -3.710 0.246 -1.079 -0.235 -1.079
C 5.148 -0.825 -3.080 0.867 0.429 -1.178 0.778
C 6.280 -1.411 -3.974 -0.518 -1.244 2.722 -1.507
C 5.104 -0.933 -1.705 1.108 -1.148 -1.073 -1.368
C 4.113 -0.256 -1.010 -2.007 0.163 0.826 0.939
C 4.080 -0.373 0.398 -0.829 0.083 -0.040 0.208
N 3.059 -0.086 1.194 0.908 -0.470 -0.841 0.724
C 3.319 -0.234 2.615 -0.122 0.646 0.686 -0.871
C 2.702 -1.453 3.268 -0.669 0.027 0.968 -0.875
C 1.155 -1.410 3.195 0.379 0.147 0.520 -0.532
N 0.726 -1.338 1.755 -1.998 -0.635 1.001 0.621
C -0.231 -2.246 1.532 0.596 1.166 -2.532 -0.197
C -0.876 -2.504 0.258 0.271 -0.596 -0.077 0.729
C -1.623 -3.758 0.059 0.108 2.039 -1.023 -1.547
C -0.709 -1.631 -0.864 0.111 0.090 0.609 -0.370
O 0.119 -0.607 -0.893 0.233 -0.046 1.889 0.637
C 3.020 0.359 -1.675 0.838 0.635 0.520 0.358
O 2.042 0.916 -1.022 -0.459 0.093 1.097 -0.235
H -2.690 -6.018 -0.670 0.024 0.026 0.001 0.385
H -3.171 -5.563 -2.318 0.035 0.171 0.544 0.373
H -4.149 -5.047 -0.923 0.531 0.011 -0.178 0.256
H -2.619 -3.258 -3.196 -0.169 0.311 0.502 0.586
H -1.489 0.120 -2.691 0.213 0.719 -0.244 0.543
H -1.487 -0.232 -4.946 0.001 -0.043 -0.022 0.355
H -0.826 -1.943 -6.110 0.697 -0.710 0.526 0.445
H -0.750 -3.072 -4.663 0.347 0.674 -0.477 0.322
H 1.536 -2.757 -5.344 -0.271 0.342 0.174 0.497
H 1.301 -1.902 -3.831 -0.072 0.384 -0.698 -0.078
H 1.426 -0.564 -6.692 -0.014 0.030 0.789 0.518
H 2.821 -0.819 -5.628 -0.649 -0.081 -0.009 0.208
H 0.677 1.220 -5.227 1.135 -1.307 -0.054 0.350
H 1.193 1.632 -3.146 1.027 -0.771 -0.760 0.320
H 4.379 0.183 -4.761 -0.184 0.187 -0.202 0.777
H 6.531 -0.842 -4.829 -0.094 0.760 -0.851 0.432
H 6.101 -2.478 -4.272 0.083 0.954 0.302 0.268
H 7.131 -1.371 -3.278 0.218 -0.411 -0.621 0.392
H 5.737 -1.639 -1.151 0.067 0.491 -0.322 0.365
H 5.017 -0.792 0.770 -0.200 0.174 0.701 0.412
H 2.926 0.663 3.134 0.179 -0.265 -0.204 0.098
H 4.394 -0.222 2.746 0.267 -0.071 0.276 0.719
H 3.022 -1.497 4.348 -0.320 0.100 -1.004 0.428
H 3.059 -2.357 2.795 0.111 -0.310 -0.201 0.309
H 0.784 -0.550 3.861 0.285 -0.927 -1.259 -0.001
H 0.709 -2.360 3.599 0.616 1.021 -0.051 0.616
H -0.553 -2.875 2.345 0.044 -0.274 0.260 0.450
H -1.669 -4.523 0.822 -0.015 0.139 0.188 0.482
O -2.234 0.285 0.936 -0.722 2.078 1.303 0.255
B -1.952 1.586 1.588 -3.780 -1.593 -2.380 0.502
O -3.115 2.432 1.572 0.254 -2.741 -0.600 -0.384
C -4.159 1.549 1.118 1.166 -0.984 0.118 0.182
C -5.508 1.795 1.169 -0.232 0.765 -0.233 -0.736
C -6.398 0.756 0.789 0.650 -0.215 0.075 -0.688
C -5.857 -0.518 0.461 -1.983 0.675 -0.355 -0.505
C -4.493 -0.780 0.477 0.867 -0.626 -0.663 -0.704
C -3.649 0.272 0.750 0.884 2.029 1.309 0.874
H -5.751 2.838 1.453 -0.503 -0.914 -0.155 0.419
H -7.499 0.917 0.758 1.127 -0.106 0.059 0.362
H -6.606 -1.275 0.105 1.088 0.567 0.578 0.339
H -4.071 -1.765 0.210 -0.338 0.567 0.201 0.347
C -2.301 4.224 6.236 0.082 0.193 1.197 -0.918
N -1.952 3.940 4.871 -0.301 1.242 -0.396 0.168
C -2.441 4.959 3.941 0.015 0.698 0.459 -0.956
C -1.751 2.647 4.342 0.717 -1.251 0.409 -0.810
C -0.572 2.645 3.355 0.564 -0.430 -0.353 -0.684
C 0.629 3.292 3.637 -0.290 1.732 1.197 -0.203
C 1.718 3.260 2.790 0.988 0.374 0.879 -1.260
C 1.670 2.621 1.584 0.783 -0.831 -0.819 -0.429
C 0.485 2.014 1.177 -1.260 0.786 0.065 0.837
C -0.617 2.045 2.099 0.396 0.056 -0.288 0.614
H -3.327 4.661 6.291 0.580 -0.227 0.068 0.279
H -1.584 4.984 6.706 -0.910 -0.995 -0.524 0.267
H -2.323 3.306 6.868 0.241 0.619 -0.478 0.331
H -3.334 5.503 4.368 0.498 -0.919 -0.704 0.346
H -2.596 4.539 2.945 -0.433 0.009 0.181 0.264
H -1.713 5.767 3.804 0.197 -0.045 0.058 0.278
H -2.618 2.188 3.820 0.172 0.228 0.411 0.317
H -1.463 1.957 5.190 -0.343 0.597 -0.814 0.463
H 0.657 4.016 4.500 0.019 -1.170 -0.663 0.422
H 2.638 3.764 3.101 -0.317 -0.150 -0.152 0.435
H 2.545 2.445 0.955 -0.128 0.799 0.072 0.626
H 0.232 2.102 0.079 0.299 -0.675 0.856 0.485
```
Positions in Å, forces in eV/Å.

As for the orbital gap (alpha / beta): 4.48 / 4.44 eV. Its energy is -64067.61766 eV. The charge is +1. The value obtained for the HOMO energy (alpha / beta) is -0.286 / -0.284 hartree. For the molar mass, the calculation gives 684.61 g mol⁻¹. Its LUMO energy (alpha / beta) is -3.2914 / -3.2918 eV. The max |F| is 4.7 eV/Å.

***

(2)
This record from the OMol25 dataset describes C39H44Ge2LiN2O3Se2 as an isolated structure in a non-equilibrium geometry. The level of theory is ωB97M-V/def2-TZVPD.

```
93
Properties=species:S:1:pos:R:3:forces:R:3:mulliken_charge:R:1
Li -0.687 0.468 -0.424 -0.664 0.618 -0.981 0.510
C 1.739 -4.260 -2.045 -0.170 0.136 -0.134 -0.837
Se 0.515 -2.772 -2.363 -0.036 -0.020 -0.319 0.172
C 0.784 -2.702 -4.328 0.161 0.004 0.308 -0.781
C -0.407 -2.099 -5.031 -0.294 0.370 0.028 -0.861
Se -0.902 -0.339 -4.277 0.213 -0.356 -0.284 0.067
C -2.821 -0.622 -4.366 0.100 -0.076 0.043 -0.924
H 2.685 -4.065 -2.542 0.047 -0.047 -0.024 0.432
H 1.297 -5.184 -2.411 0.076 -0.028 0.025 0.420
H 1.895 -4.322 -0.972 -0.018 -0.053 0.028 -0.018
H 0.938 -3.726 -4.673 0.052 0.014 0.096 0.446
H 1.690 -2.126 -4.527 -0.001 -0.050 0.038 0.388
H -1.290 -2.724 -4.896 0.050 -0.046 -0.038 0.393
H -0.206 -1.985 -6.099 -0.022 -0.068 0.117 0.426
H -3.082 -0.975 -5.361 -0.013 0.031 -0.003 0.412
H -3.315 0.324 -4.168 0.027 0.057 0.062 0.237
H -3.096 -1.353 -3.611 -0.103 0.011 0.019 0.261
O -0.537 2.474 0.382 0.276 -0.150 0.388 -0.586
C -0.525 2.349 1.806 -0.062 -0.097 0.262 3.030
C 0.166 0.987 2.046 -0.073 1.194 0.420 -0.493
O 0.960 0.838 2.960 0.512 -0.441 -0.112 -0.774
O -0.106 0.079 1.201 1.382 -1.838 -0.242 -0.256
C 0.330 3.422 2.453 0.128 0.229 -0.071 0.075
C 1.481 3.844 1.798 -0.023 -0.032 -0.039 -0.319
C 2.323 4.770 2.387 0.117 -0.001 -0.011 -0.823
C 2.026 5.277 3.641 0.018 0.057 0.033 -0.509
C 0.872 4.872 4.290 0.081 0.025 0.101 -0.896
C 0.028 3.947 3.702 -0.058 -0.071 -0.143 -0.280
C -1.933 2.354 2.370 -0.164 -0.114 0.020 -0.041
C -2.358 1.379 3.263 0.096 0.168 -0.167 -0.118
C -3.612 1.466 3.845 -0.057 -0.062 0.072 -0.813
C -4.454 2.520 3.534 0.006 -0.126 0.090 -0.579
C -4.049 3.475 2.618 0.020 0.097 -0.057 -0.906
C -2.793 3.399 2.043 0.116 -0.081 0.045 -0.463
H -0.875 3.351 0.171 -0.155 -0.043 -0.395 0.478
H 1.719 3.434 0.826 0.011 0.005 -0.056 0.518
H 3.220 5.085 1.870 0.021 0.019 -0.011 0.429
H 2.694 5.982 4.114 0.030 0.094 0.011 0.412
H 0.629 5.269 5.265 -0.007 0.036 0.062 0.424
H -0.866 3.632 4.219 -0.070 -0.028 0.060 0.490
H -1.694 0.567 3.522 0.003 -0.119 0.100 0.481
H -3.921 0.709 4.550 -0.056 -0.052 0.072 0.457
H -5.417 2.601 4.016 -0.107 -0.021 -0.028 0.405
H -4.707 4.291 2.361 -0.045 0.094 -0.047 0.485
H -2.481 4.182 1.364 -0.001 0.027 -0.097 0.369
C 3.799 -1.091 -1.767 -0.294 -0.076 0.833 -1.262
Ge 3.941 -1.035 0.239 0.722 0.952 -0.604 1.080
C 5.338 -2.392 0.786 -1.016 0.287 0.152 -1.223
C 4.562 0.825 0.668 -0.304 -0.588 0.094 -1.318
Ge 1.832 -1.296 1.690 -0.305 -1.366 0.575 -0.300
C 0.799 -2.994 1.318 -0.016 0.935 0.068 0.670
C 1.409 -4.212 1.607 0.342 0.240 0.126 -0.708
C 0.678 -5.388 1.623 0.030 -0.101 0.023 -0.551
C -0.679 -5.359 1.337 -0.072 -0.021 -0.044 -0.686
C -1.281 -4.166 0.979 -0.132 -0.053 -0.025 -0.508
C -0.544 -2.993 0.970 -0.087 0.339 0.080 -0.631
C 2.365 -1.617 3.597 -0.369 0.544 -0.636 0.463
C 1.471 -2.259 4.444 -0.227 -0.173 -0.320 -0.225
C 1.708 -2.332 5.803 -0.029 -0.075 0.156 -0.846
C 2.850 -1.762 6.337 -0.023 0.073 0.014 -0.405
C 3.745 -1.110 5.506 0.190 -0.005 0.120 -0.767
C 3.496 -1.029 4.148 0.146 0.065 -0.352 -0.273
H 4.642 -0.537 -2.175 0.145 0.082 0.129 0.529
H 2.875 -0.634 -2.114 -0.044 -0.006 -0.001 0.291
H 3.842 -2.111 -2.134 -0.052 -0.112 -0.002 0.293
H 6.328 -2.048 0.501 0.022 0.289 -0.145 0.477
H 5.152 -3.342 0.292 -0.090 -0.073 -0.054 0.360
H 5.324 -2.549 1.860 0.016 -0.027 0.126 0.377
H 5.640 0.935 0.583 0.084 -0.137 -0.052 0.498
H 4.263 1.090 1.679 0.027 0.090 0.120 0.367
H 4.092 1.533 -0.011 -0.090 -0.009 -0.100 0.384
H 2.466 -4.232 1.849 0.050 -0.092 0.134 0.357
H 1.152 -6.323 1.890 0.058 0.027 -0.026 0.433
H -1.271 -6.261 1.410 0.018 -0.073 -0.082 0.385
H -2.334 -4.141 0.734 -0.020 0.006 -0.015 0.430
H -1.028 -2.051 0.744 -0.088 -0.121 -0.008 0.557
H 0.575 -2.699 4.025 -0.105 -0.062 0.063 0.346
H 0.998 -2.819 6.456 -0.074 -0.073 0.000 0.416
H 3.026 -1.802 7.401 0.053 -0.025 0.098 0.389
H 4.631 -0.655 5.925 0.055 0.041 -0.014 0.412
H 4.185 -0.491 3.509 0.083 0.067 0.025 0.218
N -4.918 5.661 -2.153 -0.422 0.675 -0.044 -0.659
C -4.339 4.664 -2.100 0.083 -0.125 0.015 -0.003
C -3.622 3.474 -2.015 -0.219 0.311 -0.028 0.305
C -2.321 3.356 -2.554 0.682 -0.348 -0.101 -0.955
C -1.628 2.195 -2.364 0.169 0.850 -0.318 -0.478
N -2.090 1.130 -1.673 0.717 -1.034 0.327 0.233
C -3.358 1.224 -1.221 -0.929 0.341 0.177 -0.757
C -4.147 2.331 -1.366 0.056 -0.801 0.303 -0.583
H -1.881 4.176 -3.100 0.081 0.059 -0.109 0.502
H -0.625 2.086 -2.756 0.135 0.145 -0.123 0.477
H -3.732 0.343 -0.717 -0.178 -0.048 0.119 0.409
H -5.154 2.342 -0.984 -0.120 -0.055 0.087 0.538
```
Positions in Å, forces in eV/Å.

As for the orbital gap (alpha / beta): 2.79 / 6.39 eV. The energy above the lowest of the compared OMol25 structures with the same formula, charge and spin comes out at 2.271 eV. Its energy is -294208.51057 eV. The charge is 0. The spin multiplicity is 2. The value obtained for the HOMO energy (alpha / beta) is -0.156 / -0.288 hartree. For the molar mass, the calculation gives 898.87 g mol⁻¹. Its LUMO energy (alpha / beta) is -1.4395 / -1.4384 eV. The max |F| is 2.3 eV/Å.

***

Number 2 is which compound?
C39H44Ge2LiN2O3Se2